The following is a quantum chemistry calculation of 11 unconnected molecules or ions with the total composition C17H51NO10S3 at a distorted geometry, from the Open Molecules 2025 dataset.

Properties
* frontier orbital gap (spin up / spin down): 1.4 / 8.7 eV
* total charge: -1
* expectation value of S²: 0.751
* spin multiplicity: 2

Atoms and positions in Å:
C -32.852 -3.076 6.221
O -32.341 -1.798 6.362
H -32.068 -3.824 6.103
H -33.437 -3.121 7.139
H -33.522 -3.170 5.365
H -31.852 -1.428 5.623
C -26.029 -2.954 10.412
O -25.092 -3.416 9.455
H -25.497 -2.300 11.102
H -26.762 -2.299 9.941
H -26.408 -3.879 10.845
H -25.610 -3.703 8.698
C -29.057 -2.904 7.513
O -29.540 -4.232 7.160
H -28.363 -2.771 8.343
H -28.528 -2.580 6.616
H -29.887 -2.218 7.678
H -30.349 -4.429 7.638
C -25.758 -0.137 7.469
O -25.977 0.640 6.284
H -26.631 -0.624 7.903
H -24.910 -0.734 7.133
H -25.368 0.582 8.190
H -26.179 0.057 5.549
C -32.805 -5.194 10.084
O -31.804 -4.822 9.152
H -33.528 -4.380 10.129
H -33.328 -6.140 9.946
H -32.475 -5.239 11.122
H -31.089 -5.461 9.185
C -27.334 -6.258 8.769
O -27.019 -5.032 8.122
H -26.308 -6.523 9.022
H -27.918 -6.184 9.686
H -27.801 -6.982 8.101
H -27.829 -4.588 7.862
C -29.923 1.385 9.114
O -29.844 0.025 9.572
H -29.933 1.256 8.032
H -30.776 1.996 9.408
H -28.997 1.822 9.489
H -29.365 -0.092 10.395
N -27.936 -0.576 3.313
C -26.942 -0.956 2.419
C -26.118 -1.885 3.097
C -26.550 -1.884 4.418
C -27.652 -1.097 4.573
H -28.752 -0.032 3.073
H -26.972 -0.620 1.393
H -25.295 -2.428 2.656
H -26.190 -2.456 5.261
H -28.318 -0.817 5.377
C -30.080 -3.819 3.618
S -30.429 -5.518 4.260
O -30.894 -6.441 3.107
C -28.602 -5.854 4.590
H -29.805 -3.131 4.418
H -30.980 -3.413 3.155
H -29.342 -3.898 2.820
H -27.950 -5.540 3.775
H -28.419 -6.857 4.976
H -28.234 -5.229 5.403
C -30.920 -2.258 13.102
S -29.727 -2.286 11.685
O -28.518 -1.434 12.083
C -29.327 -4.117 11.658
H -30.388 -2.563 14.003
H -31.910 -2.658 12.886
H -31.213 -1.211 13.180
H -28.912 -4.307 10.668
H -30.211 -4.746 11.764
H -28.554 -4.361 12.387
C -30.271 -9.493 9.139
S -31.326 -8.012 8.898
O -30.301 -6.855 9.043
C -31.723 -8.233 7.050
H -30.843 -10.371 8.840
H -30.143 -9.483 10.222
H -29.363 -9.512 8.537
H -32.002 -9.272 6.876
H -30.806 -8.096 6.477
H -32.537 -7.537 6.845



The following is a quantum chemistry calculation of 11 unconnected molecules or ions with the total composition C17H52BClO14 at a distorted geometry, from the Open Molecules 2025 dataset.

Properties
* frontier orbital gap: 4.9 eV
* total charge: -2

Atoms and positions in Å:
C 3.091 0.146 1.069
C 3.050 1.658 0.816
C 3.592 1.970 -0.558
C 1.636 2.199 1.079
B 0.507 1.723 0.009
O 0.113 2.626 -1.093
C -0.791 1.799 -1.770
C -1.483 0.931 -0.627
Cl -1.269 -0.920 -0.906
C -3.044 1.176 -0.517
O -3.364 2.401 -0.449
O -3.810 0.220 -0.529
O -0.836 1.258 0.506
H 4.114 -0.219 1.155
H 2.645 -0.341 0.208
H 2.479 -0.084 1.933
H 3.705 2.079 1.567
H 2.962 1.591 -1.352
H 3.791 3.031 -0.681
H 4.559 1.473 -0.660
H 1.341 1.813 2.059
H 1.655 3.286 1.204
H 0.969 0.720 -0.577
H -1.563 2.384 -2.257
H -0.230 1.107 -2.394
C -3.541 5.208 -2.607
O -4.431 4.594 -1.693
H -3.918 6.204 -2.841
H -2.545 5.297 -2.162
H -3.470 4.628 -3.533
H -4.068 3.705 -1.496
C -2.485 -0.279 -5.020
O -1.918 -0.626 -3.771
H -1.695 -0.323 -5.770
H -3.280 -0.981 -5.305
H -2.892 0.738 -4.998
H -2.623 -0.584 -3.112
C 7.238 1.501 2.312
O 6.037 2.204 2.017
H 7.642 1.117 1.377
H 7.974 2.173 2.773
H 7.035 0.671 2.987
H 5.685 2.538 2.847
C -0.895 -4.911 -0.775
O -1.680 -4.451 -1.867
H -0.743 -5.983 -0.892
H 0.074 -4.402 -0.772
H -1.407 -4.724 0.172
H -1.803 -3.503 -1.737
C 6.966 -1.700 5.160
O 7.369 -0.364 4.869
H 6.220 -1.988 4.425
H 7.816 -2.385 5.094
H 6.525 -1.764 6.159
H 8.027 -0.110 5.520
C -5.440 7.132 0.871
O -4.350 7.125 -0.030
H -5.673 8.170 1.112
H -6.321 6.664 0.419
H -5.188 6.601 1.794
H -4.160 6.196 -0.235
C 2.450 -5.808 -1.993
O 3.031 -5.824 -0.691
H 3.198 -6.167 -2.697
H 1.578 -6.464 -2.030
H 2.159 -4.792 -2.268
H 2.367 -5.499 -0.077
C 4.236 5.532 3.429
O 3.896 4.274 4.002
H 5.095 5.387 2.779
H 3.402 5.917 2.839
H 4.494 6.249 4.217
H 3.134 4.413 4.568
C -4.416 -6.302 -0.963
O -3.315 -6.895 -1.647
H -4.944 -7.081 -0.420
H -4.062 -5.549 -0.255
H -5.100 -5.835 -1.673
H -2.870 -6.177 -2.114
C -8.180 -6.354 -0.845
O -7.161 -5.668 -0.134
H -7.702 -6.935 -1.630
H -8.730 -7.033 -0.185
H -8.880 -5.648 -1.302
H -7.580 -5.152 0.559



The following is a quantum chemistry calculation of 8 unconnected molecules or ions with the total composition C17H53N13O8 at a distorted geometry, from the Open Molecules 2025 dataset.

Properties
* frontier orbital gap: 9.3 eV
* total charge: 0
* SMILES string: COC[C@H](C)N.COC[C@H](C)N.COC[C@H](C)N.NC(N)=O.NC(N)=O.NC(N)=O.NC(N)=O.NC(N)=O
* energy relative to the best compared isomer or geometry (same formula, charge and spin): 594.49 kJ/mol

Atoms and positions in Å:
C 2.893 -2.318 -10.159
O 2.290 -1.553 -9.104
C 1.681 -0.324 -9.344
C 1.260 0.306 -7.948
C 0.312 -0.646 -7.180
N 0.597 1.516 -8.252
H 3.723 -1.773 -10.609
H 2.158 -2.547 -10.931
H 3.242 -3.242 -9.697
H 2.509 0.228 -9.789
H 0.788 -0.432 -9.960
H 2.213 0.482 -7.449
H 0.948 -1.353 -6.648
H -0.474 -1.171 -7.723
H -0.168 -0.079 -6.382
H 0.480 1.917 -7.333
H 1.255 2.120 -8.724
C 1.306 5.175 -0.692
O 0.663 5.766 0.463
C 0.398 7.165 0.418
C -0.054 7.562 1.824
C -1.453 7.037 2.219
N -0.323 8.988 1.951
H 1.127 5.774 -1.585
H 1.144 4.114 -0.879
H 2.375 5.187 -0.480
H 1.268 7.609 -0.065
H -0.373 7.426 -0.308
H 0.674 7.243 2.570
H -1.657 7.054 3.290
H -1.438 5.952 2.112
H -2.283 7.489 1.675
H -1.258 9.087 1.581
H -0.540 9.125 2.928
C 5.833 -7.855 2.154
O 4.889 -6.928 2.525
C 3.949 -6.677 1.438
C 4.591 -5.681 0.400
C 5.075 -4.303 0.917
N 3.640 -5.456 -0.650
H 5.328 -8.800 1.951
H 6.479 -8.133 2.987
H 6.449 -7.431 1.361
H 3.454 -7.572 1.061
H 3.168 -6.193 2.023
H 5.466 -6.145 -0.056
H 4.299 -3.619 1.259
H 5.590 -3.687 0.180
H 5.712 -4.424 1.793
H 3.654 -6.337 -1.142
H 4.010 -4.803 -1.326
N -5.083 3.838 -2.885
C -3.805 3.734 -2.653
N -3.671 3.667 -1.318
O -2.853 3.891 -3.390
H -5.434 4.084 -3.799
H -5.621 3.667 -2.048
H -2.759 3.804 -0.908
H -4.445 3.415 -0.720
N -0.568 -3.360 1.017
C -0.991 -2.171 0.615
N -0.245 -1.691 -0.362
O -1.883 -1.512 1.138
H 0.211 -3.885 0.644
H -0.997 -3.674 1.876
H 0.554 -2.256 -0.608
H -0.490 -0.796 -0.761
N -9.042 -0.220 2.081
C -7.757 0.103 1.925
N -7.070 -0.575 2.732
O -7.341 1.003 1.190
H -9.691 0.485 1.761
H -9.278 -1.024 2.645
H -7.479 -1.194 3.418
H -6.217 -0.816 2.247
N 1.440 -3.427 9.055
C 1.477 -3.808 7.828
N 2.628 -3.540 7.231
O 0.657 -4.592 7.399
H 0.857 -3.935 9.705
H 2.177 -2.800 9.342
H 3.117 -2.658 7.284
H 2.911 -4.167 6.491
N -1.641 1.418 5.295
C -2.349 2.110 6.141
N -3.598 2.231 5.657
O -1.942 2.647 7.185
H -0.637 1.494 5.370
H -2.096 0.989 4.502
H -3.871 1.700 4.843
H -4.045 2.977 6.172



The following is a quantum chemistry calculation of 11 unconnected molecules or ions with the total composition C17H56N10O17 at a distorted geometry, from the Open Molecules 2025 dataset.

Properties
* frontier orbital gap: 9.2 eV
* total charge: 0
* SMILES string: NC(N)=O.NC(N)=O.NC(N)=O.NC(N)=O.NC(N)=O.OCCO.OCCO.OCCO.OCCO.OCCO.OCCO
* energy relative to the best compared isomer or geometry (same formula, charge and spin): 0.00 kJ/mol

Atoms and positions in Å:
N 29.171 -24.221 8.766
C 29.385 -24.198 7.431
N 28.298 -24.590 6.706
O 30.406 -23.721 6.932
H 30.042 -24.124 9.268
H 28.339 -24.596 9.170
H 28.298 -24.443 5.713
H 27.498 -25.039 7.107
N 28.283 -27.073 11.470
C 29.435 -27.300 10.723
N 29.457 -28.507 10.113
O 30.278 -26.405 10.600
H 28.021 -26.115 11.632
H 27.699 -27.855 11.709
H 28.895 -29.260 10.471
H 30.371 -28.716 9.705
N 31.028 -25.022 15.560
C 30.769 -25.669 14.384
N 30.766 -24.872 13.271
O 30.366 -26.840 14.367
H 31.246 -24.048 15.539
H 30.946 -25.607 16.371
H 30.107 -25.126 12.549
H 30.943 -23.888 13.353
N 33.682 -25.873 12.569
C 33.967 -25.418 11.315
N 33.107 -25.779 10.319
O 35.016 -24.815 11.082
H 34.425 -25.769 13.233
H 32.825 -26.359 12.754
H 33.482 -25.755 9.390
H 32.211 -26.220 10.444
N 27.306 -31.019 6.796
C 28.367 -31.773 7.231
N 29.545 -31.078 7.253
O 28.166 -32.943 7.595
H 26.438 -31.499 6.651
H 27.384 -30.018 6.607
H 29.483 -30.083 7.349
H 30.396 -31.599 7.353
O 34.152 -28.745 9.157
C 33.668 -28.701 7.824
C 32.149 -28.755 7.972
O 31.764 -29.789 8.882
H 35.114 -28.733 9.134
H 34.067 -27.839 7.281
H 33.987 -29.571 7.234
H 31.629 -28.979 7.038
H 31.740 -27.800 8.331
H 32.368 -29.658 9.636
O 26.152 -32.260 9.716
C 27.164 -32.181 10.724
C 27.897 -30.857 10.594
O 27.272 -29.748 11.224
H 26.674 -32.370 8.913
H 26.848 -32.344 11.757
H 27.834 -33.028 10.544
H 28.036 -30.652 9.532
H 28.916 -30.961 11.000
H 27.128 -29.965 12.150
O 25.429 -29.195 16.064
C 26.665 -28.790 16.635
C 27.815 -29.070 15.703
O 27.807 -28.115 14.596
H 24.750 -28.689 16.518
H 26.594 -27.749 16.959
H 26.928 -29.319 17.565
H 27.847 -30.099 15.346
H 28.746 -28.768 16.193
H 28.733 -28.102 14.301
O 24.307 -23.413 11.786
C 25.179 -22.732 10.867
C 26.603 -23.126 11.183
O 26.767 -24.517 10.935
H 23.847 -24.067 11.254
H 24.992 -23.116 9.858
H 25.031 -21.654 10.792
H 26.769 -22.885 12.237
H 27.296 -22.609 10.520
H 26.212 -25.059 11.514
O 25.433 -26.320 7.138
C 25.841 -27.307 8.093
C 27.301 -27.620 7.829
O 27.563 -28.313 6.621
H 24.615 -25.947 7.482
H 25.707 -26.983 9.126
H 25.368 -28.290 7.994
H 27.586 -28.310 8.624
H 27.979 -26.773 7.934
H 27.291 -27.779 5.864
O 26.225 -25.915 13.446
C 26.117 -24.842 14.353
C 27.403 -24.567 15.154
O 27.758 -25.694 15.928
H 26.530 -26.694 13.941
H 25.691 -23.963 13.876
H 25.377 -25.136 15.115
H 27.373 -23.660 15.749
H 28.135 -24.475 14.335
H 27.948 -26.442 15.316



The following is a quantum chemistry calculation of 11 unconnected molecules or ions with the total composition C17H56N8O11 at a distorted geometry, from the Open Molecules 2025 dataset.

Properties
* frontier orbital gap: 7.6 eV
* total charge: 0
* SMILES string: NC(N)=O.NC(N)=O.NC(N)=O.NC(N)=O.CCO.CCO.CCO.CCO.CCO.CCO.CO
* energy relative to the best compared isomer or geometry (same formula, charge and spin): 822.59 kJ/mol

Atoms and positions in Å:
N 1.425 -3.446 -1.795
C 1.998 -4.254 -0.979
N 3.254 -4.492 -1.224
O 1.318 -4.792 0.107
H 0.407 -3.429 -1.632
H 1.670 -3.237 -2.805
H 3.557 -5.434 -0.876
H 3.786 -4.142 -2.038
N 0.214 -1.079 0.471
C -0.497 -0.020 0.486
N -0.160 0.920 -0.357
O -1.590 0.090 1.342
H -0.059 -1.673 1.289
H 1.177 -1.213 0.106
H -0.735 1.722 -0.210
H 0.484 0.811 -1.143
N 3.869 0.304 -0.227
C 2.973 -0.282 -0.868
N 2.766 -1.517 -0.598
O 2.270 0.327 -1.913
H 4.295 -0.015 0.690
H 4.155 1.197 -0.662
H 2.194 -2.105 -1.258
H 3.447 -2.056 -0.010
N -2.128 2.329 2.613
C -1.436 3.147 3.347
N -2.116 3.903 4.117
O -0.076 3.059 3.536
H -1.722 1.533 2.114
H -3.110 2.622 2.640
H -1.628 4.753 4.358
H -3.147 4.066 4.161
C -2.196 -2.514 3.241
C -0.782 -3.256 3.358
O 0.277 -2.675 2.713
H -2.889 -2.725 3.974
H -2.629 -2.503 2.218
H -2.050 -1.381 3.517
H -0.861 -4.303 3.118
H -0.340 -3.215 4.286
H 1.012 -3.012 3.227
C -1.849 -4.874 -1.499
C -1.721 -3.698 -0.456
O -1.342 -2.638 -1.277
H -2.774 -4.801 -2.077
H -1.904 -5.832 -0.871
H -0.916 -5.073 -2.062
H -1.064 -3.949 0.424
H -2.644 -3.355 -0.026
H -0.832 -1.975 -0.823
C -1.753 -0.613 -4.687
C -0.339 -0.712 -4.129
O 0.332 0.429 -4.449
H -2.249 0.295 -4.542
H -2.391 -1.216 -4.023
H -1.843 -0.867 -5.714
H 0.186 -1.580 -4.372
H -0.511 -0.638 -3.067
H 1.190 0.329 -4.174
C -2.387 1.986 -2.433
C -2.670 2.456 -0.945
O -1.557 3.118 -0.405
H -2.354 2.816 -3.150
H -3.212 1.318 -2.656
H -1.441 1.397 -2.480
H -3.039 1.699 -0.265
H -3.479 3.192 -0.857
H -1.276 3.806 -1.029
C 0.693 3.231 -2.948
C 0.666 4.710 -2.532
O -0.534 5.098 -2.071
H -0.192 2.833 -3.540
H 0.765 2.582 -2.025
H 1.554 2.986 -3.533
H 0.862 5.364 -3.414
H 1.493 4.912 -1.823
H -0.889 5.760 -2.715
C 1.974 -0.190 3.318
C 0.711 0.119 4.152
O 0.954 1.125 5.148
H 1.830 -0.942 2.585
H 2.849 -0.496 3.896
H 2.231 0.711 2.819
H 0.335 -0.773 4.731
H -0.058 0.461 3.454
H 0.232 1.066 5.760
C 2.020 2.750 1.221
O 2.255 3.682 2.258
H 1.194 2.112 1.526
H 2.912 2.155 1.092
H 1.672 3.192 0.294
H 1.912 4.524 1.958



What is the formula in the fourth record? C17H56N10O17



Which value of total charge does entry 5 give? 0